This record from the Open Molecules 2025 dataset describes an isolated molecule of C3H5N3 in a non-equilibrium geometry. The level of theory is ωB97M-V/def2-TZVPD.

XYZ file:
```
11
Properties=species:S:1:pos:R:3:lowdin_charge:R:1
N 1.01835 0.12561 -1.18891 0.04
N 0.41684 0.96816 -0.19760 0.08
N -0.33918 -1.11518 0.08854 0.11
C 0.50945 -1.11624 -0.92102 -0.18
C -0.33931 0.14780 0.51351 -0.50
C -1.19172 0.71968 1.54306 -0.06
H -0.53190 1.12892 2.37930 0.09
H 1.68524 0.56622 -1.79805 0.14
H -1.44139 1.70986 1.17167 0.06
H -2.05221 0.16016 2.08659 0.11
H 0.79768 -1.92276 -1.56702 0.11
```

Output
LUMO energy	1.021	eV
gap between HOMO and LUMO	10.7	eV
SMILES string	Cc1nc[nH]n1



This record from the Open Molecules 2025 dataset describes an isolated molecule of C3H5N3. The level of theory is ωB97M-V/def2-TZVPD.

XYZ file:
```
11
Properties=species:S:1:pos:R:3:lowdin_charge:R:1
N -1.32061 1.20560 0.78205 0.01
N -0.32676 0.69136 1.38746 0.00
N 0.60989 0.29001 0.44588 -0.17
C 0.12741 0.64915 -0.78763 -0.13
C -1.10317 1.15409 -0.58616 -0.13
C 0.78286 -1.18675 0.44220 -0.04
H 0.73089 0.44653 -1.65759 0.12
H 1.62434 -1.49698 1.04645 0.08
H -1.87233 1.39196 -1.29997 0.09
H 0.90509 -1.54334 -0.58735 0.08
H -0.15763 -1.60164 0.81467 0.09
```

Output
LUMO energy	0.700	eV
gap between HOMO and LUMO	10.6	eV
SMILES string	Cn1ccnn1



This record from the Open Molecules 2025 dataset describes an isolated molecule of C3H5N3 in a non-equilibrium geometry. The level of theory is ωB97M-V/def2-TZVPD.

XYZ file:
```
11
Properties=species:S:1:pos:R:3:lowdin_charge:R:1
N 0.81525 -1.14128 -0.23449 0.11
N 1.99741 -0.35323 0.05652 -0.08
N 1.74651 0.92420 0.15815 0.01
C 0.46151 1.05323 -0.06948 -0.15
C -0.15748 -0.22507 -0.23008 -0.33
C -1.67750 -0.41842 -0.00517 -0.04
H -1.98992 -1.45272 0.17229 0.07
H -2.35075 -0.00415 -0.77148 0.07
H 0.09490 2.02795 -0.33713 0.10
H -1.92079 0.13207 0.91837 0.08
H 2.98086 -0.54258 0.34249 0.16
```

Output
LUMO energy	1.135	eV
gap between HOMO and LUMO	10.8	eV
SMILES string	Cc1cn[nH]n1



This record from the Open Molecules 2025 dataset describes an isolated molecule of C3H5N3 in a non-equilibrium geometry. The level of theory is ωB97M-V/def2-TZVPD.

XYZ file:
```
11
Properties=species:S:1:pos:R:3:lowdin_charge:R:1
N 0.00681 -0.88265 -1.18227 0.02
N -0.79948 -1.68933 -0.23236 -0.22
N -1.16590 -1.23713 0.80620 0.09
C 0.42340 0.31799 -0.02252 -0.15
C -0.09464 1.56142 0.59365 -0.06
C 1.23940 -0.46226 -0.62647 -0.13
H -1.11553 -2.57129 -0.65634 0.13
H -0.90371 1.93099 -0.03813 0.09
H 0.67506 2.34279 0.65091 0.08
H -0.51453 1.39192 1.59216 0.07
H 2.24911 -0.70245 -0.88484 0.09
```

Output
LUMO energy	1.090	eV
gap between HOMO and LUMO	9.5	eV



This record from the Open Molecules 2025 dataset describes an isolated molecule of C3H5N3 in a non-equilibrium geometry. The level of theory is ωB97M-V/def2-TZVPD.

XYZ file:
```
11
Properties=species:S:1:pos:R:3:lowdin_charge:R:1
N 0.03422 0.37134 0.09003 -0.17
N -0.60721 -1.33797 -1.30137 0.00
N -0.38322 -0.27232 -1.98012 0.00
C -0.55319 -0.95979 0.07405 -0.21
C -0.05769 0.79300 -1.17710 -0.12
C 0.65600 0.58805 1.26556 0.00
H -1.56782 -0.91014 0.49406 0.14
H 0.01959 -1.42070 0.91366 0.12
H 0.65746 1.54630 1.74927 0.05
H 0.33919 1.72346 -1.55589 0.12
H 1.46267 -0.12122 1.42787 0.07
```

Output
LUMO energy (spin up / spin down)	-0.364 / -0.334	eV
gap between HOMO and LUMO (spin up / spin down)	7.9 / 7.4	eV



This record from the Open Molecules 2025 dataset describes a cluster of 2 separate species, C3H5N3 in total in a non-equilibrium geometry. The level of theory is ωB97M-V/def2-TZVPD.

XYZ file:
```
11
Properties=species:S:1:pos:R:3:lowdin_charge:R:1
N 0.19428 -0.87169 -0.88616 -0.21
N 1.28153 -1.19460 -1.12583 0.16
N -0.46033 0.01344 -0.30231 -0.08
C 1.30380 0.95280 0.61180 -0.02
C -1.84995 -0.20856 0.06203 -0.10
C 2.24131 0.34471 0.11813 -0.05
H -2.49581 -0.22931 -0.82498 0.07
H 0.68591 1.63269 1.15686 0.04
H 3.23379 0.03282 -0.13241 0.04
H -1.99909 -1.12439 0.65028 0.08
H -2.13543 0.65209 0.67260 0.07
```

Output
LUMO energy	0.587	eV
gap between HOMO and LUMO	10.0	eV



This record from the Open Molecules 2025 dataset describes an isolated molecule of C3H5N3. The level of theory is ωB97M-V/def2-TZVPD.

XYZ file:
```
11
Properties=species:S:1:pos:R:3:lowdin_charge:R:1
N -0.03859 1.20140 0.59021 -0.03
N -1.56168 -0.18422 -0.58460 0.10
N 0.55889 0.41707 -0.32056 -0.23
C -1.15422 0.34321 0.76850 -0.28
C 1.60191 -0.27632 0.02495 0.07
C -0.48335 -0.12102 -1.22155 -0.14
H -0.69786 -0.58694 1.22902 0.12
H 2.04612 -0.99932 -0.64235 0.08
H 1.96913 -0.07752 1.02313 0.09
H -1.97746 0.71758 1.36963 0.10
H -0.26289 -0.43394 -2.23638 0.12
```

Output
LUMO energy (spin up / spin down)	0.173 / 0.173	eV
gap between HOMO and LUMO (spin up / spin down)	8.2 / 8.2	eV



This record from the Open Molecules 2025 dataset describes an isolated molecule of C3H5N3O in a non-equilibrium geometry. The level of theory is ωB97M-V/def2-TZVPD.

XYZ file:
```
12
Properties=species:S:1:pos:R:3:lowdin_charge:R:1
O 1.38446 -1.66771 -0.15007 -0.04
N 0.01386 -1.91037 0.04641 0.10
N 0.31707 1.71625 -0.01257 0.07
N -1.91365 -0.59735 0.39181 0.12
C 1.55310 -0.34802 -0.20242 -0.09
C 0.40286 0.31958 -0.05117 -0.28
C -0.56373 -0.73248 0.11742 -0.36
H 0.46572 2.22751 -0.86364 0.08
H -2.37979 0.09958 -0.17354 0.09
H 0.65716 2.16319 0.82198 0.08
H -2.40966 -1.47967 0.38544 0.09
H 2.47260 0.20951 -0.30966 0.14
```

Output
LUMO energy	0.858	eV
gap between HOMO and LUMO	10.0	eV
SMILES string	Nc1conc1N



Values of ΔE to the lowest compared entry with this formula, charge and spin, in order: 0.903 2.251 1.796 6.444 4.602 5.326 4.306 2.434, all in eV.